DFT (ωB97M-V/def2-TZVPD) results for C6H5NO2 in the gas phase in a non-equilibrium geometry.

Geometry as ORCA input:
```
! RIJCOSX wB97M-V def2-TZVPD def2/J DEFGRID3
* xyz 0 1
O 3.48 -0.55 0.22
N 2.75 0.45 -0.13
C 1.32 0.16 -0.11
C 0.76 -1.15 -0.14
C -0.63 -1.21 -0.07
C -1.45 -0.14 -0.03
O -2.74 -0.36 0.10
C -0.91 1.13 0.03
C 0.50 1.29 -0.05
H 1.38 -2.12 0.05
H -1.02 -2.25 -0.13
H -3.15 0.30 0.10
H -1.33 2.05 0.16
H 1.06 2.39 0.00
*
```

Values from the calculation:
**Kohn-Sham gap**: 8.50 eV
**SMILES string**: O=Nc1ccc(O)cc1
**Energy above the lowest of the compared OMol25 structures with the same formula, charge and spin**: 5.453 eV